The following is a DFT calculation (wB97M-V/def2-TZVPD) of 8 unconnected molecules or ions with the total composition C45H50N5O8 at a distorted geometry.

Computed properties:
**Relative energy (zero: lowest compared OMol25 entry of this formula, charge and spin)**: 4.850 eV
**E**: -71283.5628 eV
**Charge**: +1
**Gap between HOMO and LUMO**: 7.3 eV

Last column: Mulliken charge in e.
Positions of all 108 atoms, in Å:
C: 1.918 -0.387 0.545  -0.832
C: 1.162 -1.334 -0.306  -0.545
N: 0.156 -0.937 -1.334  0.591
C: 0.371 -1.000 -2.746  -0.941
C: -0.707 -0.333 -3.381  -0.639
N: -1.400 0.270 -2.350  0.525
C: -0.789 -0.048 -1.190  -1.170
C: -2.405 1.397 -2.463  -0.594
H: 2.778 0.030 0.216  0.696
H: 2.388 -0.817 1.354  0.170
H: 1.325 0.522 0.941  0.077
H: 0.835 -2.139 0.410  0.088
H: 1.752 -2.081 -0.786  0.305
H: 1.270 -1.415 -2.949  1.029
H: -0.833 -0.037 -4.462  0.435
H: -1.073 0.140 -0.219  0.937
H: -2.195 2.231 -1.837  0.127
H: -3.476 1.025 -2.175  0.204
H: -2.650 1.450 -3.469  0.511
N: 1.079 3.644 1.844  -0.209
C: 2.302 3.313 2.171  -0.141
C: 3.386 4.138 2.173  -0.513
C: 3.163 5.449 1.847  -0.283
C: 1.927 5.860 1.357  -0.693
C: 0.861 4.896 1.520  0.142
H: 2.456 2.428 2.691  0.562
H: 4.524 3.856 2.320  0.268
H: 3.923 6.450 1.693  0.178
H: 1.672 6.591 0.735  0.518
H: -0.140 5.258 1.440  0.253
N: 1.415 -2.262 -6.463  -0.511
C: 0.786 -3.239 -5.771  0.681
C: 0.252 -4.425 -6.311  -0.674
C: 0.551 -4.712 -7.534  -0.394
C: 1.173 -3.670 -8.317  -0.320
C: 1.550 -2.543 -7.724  -0.260
H: 0.437 -2.811 -4.609  -0.211
H: -0.171 -5.163 -5.665  0.432
H: 0.141 -5.558 -8.112  0.351
H: 1.440 -3.663 -9.332  0.382
H: 1.989 -1.791 -8.277  0.459
N: -2.610 4.364 0.459  -0.114
C: -2.348 5.150 -0.609  -0.113
C: -2.433 6.504 -0.577  -0.484
C: -2.698 7.204 0.635  -0.312
C: -2.992 6.404 1.788  -0.833
C: -2.754 5.031 1.689  0.072
H: -1.968 4.474 -1.328  0.345
H: -2.077 7.364 -1.309  0.203
H: -2.432 8.195 0.809  0.439
H: -3.263 6.593 2.711  0.502
H: -2.905 4.159 2.486  0.206
C: -3.877 -1.123 2.940  -0.700
C: -5.322 -0.623 2.873  -0.716
C: -5.545 0.745 2.392  0.283
C: -4.399 1.508 1.933  -1.227
C: -3.080 1.061 2.054  -0.255
C: -2.809 -0.315 2.469  0.249
O: -1.541 -0.701 2.569  -0.092
O: -6.731 1.314 2.208  -0.496
H: -3.886 -2.159 3.107  0.427
H: -6.201 -1.299 3.122  0.250
H: -4.616 2.379 1.911  0.899
H: -2.346 1.679 1.645  0.921
H: -1.449 -1.513 2.744  0.163
H: -7.398 0.825 2.742  0.346
C: 4.333 -3.385 2.098  -0.781
C: 3.422 -4.171 1.209  -0.585
C: 3.610 -4.262 -0.129  0.417
C: 4.467 -3.326 -0.786  -0.239
C: 5.263 -2.555 -0.024  -0.420
C: 5.346 -2.525 1.421  0.154
O: 6.060 -1.663 2.207  -0.381
O: 2.786 -4.961 -0.853  -0.589
H: 4.123 -3.218 3.054  0.735
H: 2.689 -4.716 1.696  0.596
H: 4.351 -3.147 -2.063  0.190
H: 5.970 -1.860 -0.353  0.397
H: 6.777 -1.304 1.734  0.264
H: 1.826 -4.852 -0.988  0.312
C: 3.350 -0.362 6.897  -0.675
C: 2.154 -0.258 6.085  -0.678
C: 2.295 -0.206 4.596  0.117
C: 3.668 -0.204 4.106  0.318
C: 4.822 -0.162 4.862  -0.507
C: 4.673 -0.265 6.322  0.663
O: 5.849 -0.389 7.124  -0.451
O: 1.228 -0.291 3.779  -0.030
H: 3.126 -0.379 8.040  0.205
H: 1.009 -0.256 6.390  0.198
H: 3.604 -0.178 3.045  0.330
H: 5.848 -0.515 4.399  0.139
H: 5.786 -0.420 7.944  0.228
H: 0.416 -0.412 4.326  0.141
C: -4.633 -1.524 -1.999  -0.611
C: -3.537 -2.621 -2.015  -0.683
C: -2.849 -2.873 -3.228  0.544
C: -3.335 -2.206 -4.425  -0.787
C: -4.164 -1.108 -4.394  -0.163
C: -4.886 -0.784 -3.118  0.087
O: -5.603 0.313 -3.093  -0.627
O: -1.862 -3.814 -3.315  -0.422
H: -5.012 -1.285 -1.088  0.545
H: -3.299 -2.912 -1.071  0.612
H: -2.745 -2.478 -5.300  0.432
H: -4.357 -0.437 -5.359  0.326
H: -6.184 0.545 -2.125  0.436
H: -1.821 -4.358 -2.547  0.288

=====

The following is a DFT calculation (wB97M-V/def2-TZVPD) of a molecular structure, C45H51ClCsN5O2.

Computed properties:
**Relative energy (zero: lowest compared OMol25 entry of this formula, charge and spin)**: 0.000 eV
**E**: -72110.7907 eV
**Charge**: -2
**Gap between HOMO and LUMO**: 4.8 eV

Last column: Mulliken charge in e.
Positions of all 105 atoms, in Å:
Cs: -0.211 -0.636 -1.015  1.652
C: 3.559 -4.074 3.018  -0.711
C: 3.941 -2.618 3.315  -1.106
C: 3.527 -1.693 2.214  0.507
C: 4.293 -1.168 1.220  0.148
C: 5.752 -1.383 0.970  -1.027
C: 6.010 -2.435 -0.116  -1.090
C: 3.383 -0.373 0.378  0.105
N: 2.131 -0.462 0.869  -0.356
C: 2.158 -1.213 1.973  -0.333
C: 1.035 -1.470 2.786  0.152
C: -0.252 -0.926 2.673  -0.125
C: -1.395 -1.261 3.543  0.543
C: -1.366 -2.224 4.690  -1.186
C: -0.758 -1.598 5.951  -1.120
C: -2.436 -0.508 3.110  0.436
C: -1.925 0.293 1.979  -0.066
C: -2.672 1.251 1.285  0.116
C: -2.264 2.098 0.234  -0.146
N: -1.051 2.065 -0.322  -0.664
C: -1.001 2.967 -1.319  0.075
C: 0.124 3.238 -2.104  0.079
C: 1.408 2.663 -2.048  -0.237
N: 1.748 1.624 -1.265  -0.172
C: 3.062 1.399 -1.409  -0.220
C: 3.796 0.446 -0.675  0.281
C: 3.624 2.349 -2.371  0.150
C: 2.587 3.139 -2.774  0.054
C: 2.626 4.318 -3.697  -0.993
C: 2.686 5.651 -2.942  -1.028
C: 5.069 2.459 -2.749  -1.069
C: 5.887 3.238 -1.711  -1.027
C: -2.295 3.664 -1.402  0.262
C: -3.083 3.119 -0.438  0.536
C: -4.492 3.479 -0.080  -0.927
C: -4.564 4.378 1.160  -1.184
C: -2.670 4.699 -2.416  -1.203
C: -3.071 4.074 -3.757  -1.110
N: -0.629 -0.005 1.771  -0.452
C: -3.849 -0.515 3.605  -1.044
C: -4.771 -1.351 2.712  -1.099
H: 3.850 -4.746 3.831  0.425
H: 4.043 -4.410 2.098  0.136
H: 2.480 -4.151 2.870  0.026
H: 5.022 -2.557 3.474  0.381
H: 3.470 -2.313 4.254  0.345
H: 6.250 -1.689 1.895  0.399
H: 6.215 -0.439 0.668  0.343
H: 5.597 -3.400 0.184  0.215
H: 7.080 -2.557 -0.310  0.390
H: 5.517 -2.144 -1.044  0.270
H: 1.199 -2.130 3.634  0.226
H: -0.786 -3.109 4.413  0.317
H: -2.378 -2.574 4.913  0.446
H: 0.251 -1.237 5.747  0.265
H: -0.710 -2.313 6.779  0.348
H: -1.355 -0.741 6.269  0.296
H: -3.695 1.393 1.626  0.171
H: -0.004 4.044 -2.823  0.161
H: 4.856 0.394 -0.914  0.137
H: 1.738 4.313 -4.338  0.352
H: 3.489 4.242 -4.366  0.385
H: 1.831 5.739 -2.270  0.250
H: 2.681 6.505 -3.626  0.358
H: 3.590 5.702 -2.333  0.224
H: 5.167 2.945 -3.724  0.419
H: 5.499 1.458 -2.859  0.358
H: 5.511 4.258 -1.619  0.213
H: 6.947 3.283 -1.980  0.359
H: 5.796 2.765 -0.732  0.255
H: -5.066 2.565 0.106  0.345
H: -4.977 3.981 -0.922  0.463
H: -4.079 3.892 2.007  0.261
H: -5.598 4.607 1.436  0.357
H: -4.039 5.318 0.975  0.309
H: -1.827 5.380 -2.572  0.365
H: -3.494 5.312 -2.038  0.441
H: -2.257 3.457 -4.141  0.259
H: -3.314 4.838 -4.502  0.364
H: -3.937 3.423 -3.626  0.294
H: -4.227 0.511 3.652  0.371
H: -3.884 -0.903 4.628  0.436
H: -4.746 -0.979 1.687  0.247
H: -5.806 -1.325 3.065  0.357
H: -4.439 -2.391 2.689  0.299
Cl: -7.223 -4.877 -3.283  -0.310
C: -5.568 -4.350 -2.992  0.178
C: -4.560 -5.310 -2.788  -0.361
C: -3.278 -4.907 -2.554  -0.658
C: -2.874 -3.511 -2.475  -0.014
O: -1.702 -3.210 -2.187  -0.701
C: -3.939 -2.563 -2.766  1.120
C: -3.768 -1.124 -2.914  -0.189
O: -2.766 -0.440 -2.924  -0.554
C: -5.250 -3.021 -2.986  -0.724
H: -4.811 -6.364 -2.820  0.358
H: -2.493 -5.637 -2.391  0.369
H: -4.758 -0.627 -3.069  0.151
H: -6.027 -2.285 -3.171  0.279
C: 1.252 -5.860 0.649  -0.882
C: 1.480 -4.664 -0.152  0.379
N: 1.603 -3.693 -0.749  -0.312
H: 0.687 -6.590 0.072  0.340
H: 0.680 -5.591 1.535  0.206
H: 2.202 -6.292 0.958  0.287

=====

The following is a DFT calculation (wB97M-V/def2-TZVPD) of a molecular structure, C45H52AsCoNOSSb2Si.

Computed properties:
**Relative energy (zero: lowest compared OMol25 entry of this formula, charge and spin)**: 0.876 eV
**E**: -181294.8833 eV
**Charge**: +1
**Gap between HOMO and LUMO (alpha / beta)**: 6.2 / 6.3 eV

Last column: Mulliken charge in e.
Positions of all 105 atoms, in Å:
Co: 0.793 -0.236 -0.252  -0.848
C: 1.622 -1.950 3.849  -1.162
Si: 1.568 -0.326 2.913  0.231
C: 3.333 -0.003 2.421  -0.856
C: 1.033 1.125 3.966  -0.976
N: 0.432 -0.443 1.543  1.731
C: -0.913 -0.694 1.804  -0.334
C: -1.496 -0.886 3.067  -0.796
C: -2.854 -1.126 3.200  -1.631
C: -3.686 -1.175 2.091  -1.064
C: -3.144 -0.997 0.826  -0.280
C: -1.787 -0.783 0.721  0.584
O: -1.122 -0.567 -0.495  2.235
C: -1.667 -1.007 -1.711  0.148
C: -1.475 -0.185 -2.803  -0.606
C: -1.964 -0.594 -4.036  -0.704
C: -2.656 -1.791 -4.149  -0.835
C: -2.832 -2.600 -3.035  -1.104
C: -2.320 -2.223 -1.802  0.076
H: 2.208 -1.814 4.763  0.535
H: 2.138 -2.702 3.246  0.258
H: 0.657 -2.363 4.136  0.341
H: 3.893 0.045 3.360  0.553
H: 3.479 0.943 1.899  0.068
H: 3.769 -0.807 1.830  0.139
H: 1.771 1.297 4.754  0.388
H: 0.059 1.021 4.441  0.351
H: 1.000 2.025 3.346  0.126
H: -0.890 -0.835 3.957  0.433
H: -3.268 -1.264 4.191  0.442
H: -4.747 -1.348 2.203  0.474
H: -3.770 -1.019 -0.055  0.789
H: -0.967 0.763 -2.677  0.315
H: -1.821 0.037 -4.903  0.511
H: -3.055 -2.096 -5.107  0.459
H: -3.363 -3.539 -3.124  0.435
H: -2.435 -2.855 -0.932  0.655
C: 2.056 3.722 0.626  -1.401
Sb: 0.562 2.893 -0.655  -0.002
C: 1.595 3.225 -2.506  -1.306
C: -0.643 4.687 -0.944  -1.311
C: -1.232 5.338 0.270  0.984
C: -0.400 6.063 1.123  -0.499
C: -0.887 6.683 2.261  -0.807
C: -2.239 6.593 2.557  -0.689
C: -3.080 5.899 1.704  -0.707
C: -2.604 5.269 0.554  0.844
C: -3.553 4.509 -0.314  -1.895
Sb: -3.323 2.351 -0.083  0.651
C: -2.565 2.463 1.921  -1.079
C: -5.357 2.027 0.518  -1.257
H: 2.468 4.624 0.174  0.534
H: 2.849 2.986 0.749  0.385
H: 1.632 3.964 1.599  0.388
H: 1.820 4.288 -2.596  0.441
H: 0.973 2.922 -3.347  0.394
H: 2.522 2.657 -2.531  0.373
H: -1.395 4.426 -1.687  0.473
H: 0.070 5.359 -1.425  0.665
H: 0.652 6.155 0.877  0.406
H: -0.219 7.241 2.903  0.438
H: -2.640 7.074 3.440  0.414
H: -4.141 5.849 1.923  0.407
H: -3.423 4.744 -1.370  0.533
H: -4.584 4.743 -0.048  0.636
H: -3.150 3.179 2.496  0.718
H: -1.523 2.788 1.922  0.108
H: -2.628 1.481 2.385  0.327
H: -5.614 2.722 1.316  0.408
H: -5.488 1.007 0.877  0.269
H: -6.022 2.189 -0.330  0.417
S: 2.730 0.457 -0.769  -0.233
C: 3.899 -0.877 -0.720  0.500
C: 5.264 -0.621 -0.703  -0.758
C: 6.149 -1.683 -0.583  -0.833
C: 5.687 -2.989 -0.476  -0.631
C: 4.323 -3.248 -0.514  -0.807
C: 3.442 -2.187 -0.646  0.239
As: 1.544 -2.299 -0.854  1.499
C: 1.336 -2.569 -2.757  0.754
C: 2.130 -1.825 -3.627  -0.958
C: 2.008 -2.008 -4.994  -0.904
C: 1.099 -2.931 -5.495  -0.612
C: 0.307 -3.667 -4.628  -0.964
C: 0.420 -3.486 -3.256  -0.153
C: 0.904 -3.905 -0.026  0.419
C: 1.253 -5.134 -0.586  -0.522
C: 0.835 -6.307 0.023  -0.974
C: 0.065 -6.254 1.179  -0.692
C: -0.284 -5.031 1.730  -1.068
C: 0.138 -3.851 1.133  -0.289
H: 5.627 0.397 -0.757  0.542
H: 7.213 -1.487 -0.556  0.417
H: 6.388 -3.805 -0.365  0.437
H: 3.958 -4.264 -0.434  0.450
H: 2.844 -1.108 -3.243  0.354
H: 2.629 -1.434 -5.670  0.462
H: 1.010 -3.077 -6.563  0.428
H: -0.402 -4.386 -5.016  0.449
H: -0.200 -4.066 -2.586  0.463
H: 1.837 -5.180 -1.497  0.570
H: 1.107 -7.261 -0.406  0.443
H: -0.263 -7.172 1.648  0.427
H: -0.883 -4.989 2.631  0.513
H: -0.121 -2.900 1.575  0.690

=====

The following is a DFT calculation (wB97M-V/def2-TZVPD) of a molecular structure, C45H52AsDyNOS6Si at a distorted geometry.

Computed properties:
**Relative energy (zero: lowest compared OMol25 entry of this formula, charge and spin)**: 0.000 eV
**E**: -208851.7420 eV
**Multiplicity**: 6
**Charge**: +1
**Gap between HOMO and LUMO (alpha / beta)**: 7.1 / 7.0 eV

Last column: Mulliken charge in e.
Positions of all 108 atoms, in Å:
Dy: -0.909 -0.384 0.684  0.309
C: 0.211 1.834 0.367  -0.753
Si: -1.057 2.956 -0.357  -0.266
C: -2.719 2.387 0.347  -1.141
N: -2.942 0.898 0.505  0.930
C: -3.274 0.262 -0.805  -0.002
C: -4.654 -0.419 -0.853  -0.597
C: -5.758 0.506 -0.274  -0.834
C: -5.391 0.966 1.173  -0.639
C: -3.945 0.605 1.564  -0.189
C: -1.032 2.874 -2.227  0.597
C: -1.598 3.865 -3.037  -0.054
C: -1.625 3.753 -4.429  -0.814
C: -1.061 2.652 -5.023  -0.521
C: -0.393 1.680 -4.268  -0.742
C: -0.390 1.816 -2.888  0.010
C: -0.867 4.800 0.099  0.686
C: 0.039 5.572 -0.634  -0.084
C: 0.334 6.903 -0.296  -0.862
C: -0.296 7.488 0.786  -0.411
C: -1.205 6.739 1.553  -0.735
C: -1.448 5.394 1.223  -0.282
H: 0.487 2.139 1.385  0.769
H: 1.126 1.930 -0.269  -0.127
H: -3.558 2.816 -0.239  0.426
H: -2.842 2.817 1.343  0.473
H: -2.469 -0.455 -1.083  -0.007
H: -3.274 1.060 -1.547  0.322
H: -4.637 -1.355 -0.269  0.071
H: -4.829 -0.684 -1.892  0.588
H: -6.688 -0.065 -0.316  0.469
H: -5.918 1.404 -0.907  0.331
H: -6.039 0.501 1.944  0.469
H: -5.510 2.055 1.222  0.262
H: -3.861 -0.464 1.788  -0.565
H: -3.641 1.130 2.490  0.471
H: -1.948 4.797 -2.567  0.413
H: -2.111 4.536 -5.007  0.417
H: -1.121 2.510 -6.103  0.363
H: 0.188 0.886 -4.744  0.472
H: 0.106 1.068 -2.288  0.035
H: 0.522 5.131 -1.520  0.351
H: 1.045 7.521 -0.887  0.371
H: -0.126 8.539 1.060  0.372
H: -1.708 7.195 2.404  0.411
H: -2.159 4.824 1.841  0.224
C: -1.671 -6.498 2.526  -0.820
S: -2.021 -5.912 0.840  -0.014
C: -3.121 -4.628 1.205  0.232
C: -2.948 -3.427 1.987  -0.140
S: -1.604 -2.382 2.431  -0.250
S: -4.443 -2.841 2.627  -0.097
C: -5.547 -3.683 1.540  0.040
S: -7.126 -3.343 1.384  -0.161
S: -4.727 -4.959 0.696  -0.110
H: -0.932 -7.289 2.408  0.386
H: -2.612 -6.844 2.964  0.308
H: -1.240 -5.675 3.093  0.205
C: 6.857 -1.233 -1.462  -0.505
C: 5.699 -1.163 -2.240  -0.611
C: 4.440 -0.968 -1.636  -0.149
C: 4.373 -0.785 -0.259  0.108
C: 5.524 -0.879 0.524  -0.335
C: 6.780 -1.038 -0.089  -0.755
As: 2.655 -0.443 0.642  1.426
C: 3.342 1.203 1.539  0.361
C: 3.861 2.168 0.650  -0.605
C: 4.130 3.470 1.084  -0.505
C: 3.915 3.831 2.426  -0.668
C: 3.496 2.843 3.306  -0.642
C: 3.235 1.538 2.880  -0.240
C: 2.786 -1.760 2.116  0.337
C: 2.082 -1.538 3.321  -0.330
C: 1.940 -2.542 4.258  -1.025
C: 2.498 -3.792 4.046  -0.523
C: 3.170 -4.054 2.862  -0.821
C: 3.331 -3.039 1.916  -0.396
H: 7.816 -1.440 -1.928  0.389
H: 5.743 -1.246 -3.359  0.346
H: 3.515 -0.947 -2.245  0.360
H: 5.472 -0.780 1.620  0.327
H: 7.681 -1.041 0.525  0.419
H: 4.045 1.913 -0.395  0.366
H: 4.431 4.224 0.327  0.362
H: 3.911 4.889 2.703  0.368
H: 3.417 3.013 4.401  0.381
H: 2.970 0.809 3.627  0.412
H: 1.514 -0.617 3.454  0.587
H: 1.355 -2.336 5.156  0.412
H: 2.372 -4.544 4.821  0.409
H: 3.571 -5.052 2.683  0.438
H: 3.861 -3.260 0.972  0.383
C: 1.797 -3.308 -2.362  -1.109
C: 0.938 -3.664 -1.148  0.163
S: -0.802 -3.102 -1.172  0.724
O: -0.524 -1.486 -1.076  -0.638
C: -1.260 -3.576 -2.875  -0.927
C: -1.040 -2.651 -4.087  -1.092
H: 2.844 -3.533 -2.195  0.508
H: 1.701 -2.248 -2.585  0.062
H: 1.503 -3.859 -3.267  0.368
H: 1.368 -3.176 -0.253  -0.504
H: 0.935 -4.743 -0.931  0.668
H: -2.343 -3.753 -2.785  0.562
H: -0.816 -4.549 -3.055  0.631
H: -1.471 -1.640 -3.920  0.185
H: -1.665 -3.049 -4.873  0.462
H: -0.014 -2.574 -4.411  0.292

=====

Question: What is the formula in the fourth record?
Answer: C45H52AsDyNOS6Si

=====

Question: Which of these has the highest E?
Answer: C45H50N5O8